C21H27N3O4 in the gas phase, computed with ωB97M-V/def2-TZVPD.

```
55
Properties=species:S:1:pos:R:3:forces:R:3
O 2.1719 -1.7396 -2.0946 -0.494 0.113 -0.078
O 5.2441 1.1337 -1.2063 0.261 -0.117 0.056
O -2.2366 2.6793 -0.1878 -0.086 0.180 0.082
O -6.0157 -1.3368 0.0636 0.109 -0.123 0.093
N 4.0747 -2.7669 -2.7580 0.131 -0.140 -0.220
N 4.0959 -1.3740 -0.9305 0.153 0.137 0.161
N 3.2072 2.0458 -1.1083 0.168 0.590 -0.242
C 1.3347 3.2577 -0.1965 0.066 -0.230 -0.062
C 3.5638 -1.5394 1.9450 0.270 0.056 -0.024
C 4.0561 -0.2607 1.2589 -0.342 -0.081 -0.076
C -2.8923 0.4328 0.4751 0.042 0.244 0.001
C -0.0165 3.4039 0.0364 -0.348 -0.122 -0.058
C -5.3797 0.9049 -0.6672 -0.237 -0.310 0.047
C 1.8194 2.1398 -0.8703 -0.449 -0.038 0.093
C -4.3918 1.8724 -0.7241 0.526 0.103 0.097
C 3.5654 -0.2368 -0.2028 0.211 -0.113 0.054
C 4.3195 -1.8548 3.2305 -0.193 0.037 -0.150
C -3.1444 1.6446 -0.1624 -0.427 -0.246 -0.057
C -0.9124 2.4333 -0.4079 0.515 -0.016 -0.128
C 4.0732 1.0310 -0.8886 -0.213 -0.121 0.017
C -5.1272 -0.3136 -0.0461 0.197 0.148 0.018
C 3.5774 0.9905 1.9910 0.227 -0.161 -0.071
C -7.3056 -1.1873 -0.4953 -0.342 -0.048 -0.109
C -3.8725 -0.5334 0.5261 -0.246 -0.037 -0.091
C 0.9225 1.1882 -1.3448 0.155 0.229 0.016
C 3.3603 -1.9358 -1.9402 0.355 -0.221 0.032
C -8.0735 -2.4735 -0.2340 0.321 0.328 -0.018
C -0.4319 1.3319 -1.1096 -0.307 0.113 0.096
H 3.8629 0.9490 3.0384 -0.001 0.052 0.114
H -1.9312 0.2543 0.9340 0.064 -0.028 0.031
H 4.1776 -1.0748 3.9742 0.037 0.054 0.139
H 2.0250 4.0126 0.1504 0.085 0.055 0.069
H -7.2297 -1.0042 -1.5764 0.015 0.052 0.127
H -8.1431 -2.6526 0.8354 -0.050 -0.037 0.094
H -3.6906 -1.4774 1.0143 0.029 -0.116 0.065
H 2.4941 1.0773 1.9300 -0.147 0.029 0.012
H 3.6504 2.8937 -1.4442 0.052 -0.218 0.008
H 1.2698 0.3348 -1.9078 0.073 -0.074 -0.044
H -7.5572 -3.3125 -0.6921 0.006 -0.101 -0.052
H -4.5840 2.8197 -1.2033 -0.004 0.105 -0.053
H 2.4785 -0.3095 -0.2273 0.140 -0.007 0.048
H -0.4001 4.2667 0.5575 -0.050 0.095 0.063
H -7.8224 -0.3360 -0.0301 0.097 -0.043 -0.090
H 3.5455 -3.3476 -3.3849 -0.008 0.064 0.054
H 4.9963 -3.0750 -2.5050 -0.038 -0.021 0.018
H 2.4980 -1.4392 2.1600 -0.111 -0.014 -0.053
H 5.0988 -1.3320 -1.0541 -0.063 0.030 -0.078
H -6.3383 1.1155 -1.1138 -0.093 -0.016 -0.027
H -1.1188 0.5933 -1.4938 -0.034 -0.056 -0.025
H 3.9650 -2.7918 3.6533 0.019 -0.071 0.107
H 3.6846 -2.3737 1.2516 -0.087 0.003 0.024
H 5.3850 -1.9499 3.0330 0.132 -0.023 0.021
H 4.0205 1.8844 1.5587 0.006 0.158 0.024
H -9.0741 -2.3984 -0.6501 -0.108 -0.014 -0.035
H 5.1517 -0.2642 1.2409 0.014 -0.013 -0.039
```
Positions in Å, forces in eV/Å.

As for the LUMO energy: 0.8146 eV. Its net charge is 0. As for the energy above the lowest of the compared OMol25 structures with the same formula, charge and spin: 35.6 kJ/mol. Its SMILES is CCOc1ccc(Oc2ccc(NC(=O)[C@@H](NC(N)=O)[C@@H](C)CC)cc2)cc1. Its highest occupied orbital energy is -7.9 eV.

C21H27N3O4 in the gas phase, computed with ωB97M-V/def2-TZVPD.

```
55
Properties=species:S:1:pos:R:3:forces:R:3
O 4.8205 -2.7189 5.1600 0.078 0.154 -0.058
O -1.1498 0.5868 -3.7903 0.025 -0.283 -0.169
O 1.2281 -3.1455 0.9904 -0.027 -0.217 -0.061
O -1.1675 5.1578 -4.1150 0.061 0.372 0.291
N -1.8389 3.0363 -4.5741 -0.023 -0.420 0.027
N -0.8000 4.3047 -6.1832 0.160 0.038 -0.265
N -1.1057 1.1852 -1.5874 -0.069 0.244 0.222
C 2.9782 -3.9136 4.0883 0.275 0.068 0.267
C 0.3845 -2.1489 -0.9718 0.196 -0.082 0.487
C 3.9110 -1.9011 3.1711 0.052 -0.142 0.233
C -0.2096 -1.0999 -1.6434 -0.079 0.111 -0.127
C 0.6886 -2.0456 0.3824 -0.257 0.357 -0.287
C 4.8879 -3.6820 6.1925 0.086 -0.187 0.290
C 6.0107 -3.2716 7.1325 -0.305 -0.023 -0.342
C 2.0829 -3.9650 3.0341 -0.190 0.263 -0.430
C 0.3672 -0.8766 1.0661 0.050 -0.284 0.063
C -4.2485 1.4805 -3.6536 0.008 0.268 0.079
C 3.8999 -2.8755 4.1710 -0.128 0.037 -0.201
C -2.0853 2.7081 -3.1873 -0.265 0.270 -0.135
C -0.5106 0.0783 -0.9666 0.147 -0.358 0.118
C -1.3969 1.3720 -2.8975 -0.021 0.577 0.111
C -1.2603 4.2336 -4.8956 -0.074 -0.126 -0.211
C -3.6106 2.6522 -2.9123 0.206 -0.214 0.224
C 2.0939 -2.9901 2.0470 0.265 -0.097 0.407
C 3.0246 -1.9568 2.1184 -0.125 -0.136 -0.155
C -5.3746 2.9366 -1.1018 0.228 -0.080 0.054
C -0.2248 0.1727 0.3934 -0.032 -0.010 -0.230
C -3.9164 2.6122 -1.4113 -0.235 0.105 -0.212
H -3.9055 0.5321 -3.2453 0.007 -0.147 0.031
H -1.0818 3.6221 -6.8640 -0.027 0.035 0.007
H 3.0569 -1.2061 1.3426 0.016 0.055 -0.034
H -0.5572 5.2198 -6.5214 -0.034 -0.041 0.069
H -1.6382 2.2253 -5.1461 0.082 0.101 0.039
H 1.3688 -4.7706 2.9642 -0.088 -0.080 -0.017
H 2.9428 -4.6889 4.8370 0.024 -0.050 0.081
H -0.4322 -1.1843 -2.6933 -0.003 -0.005 -0.024
H -4.0144 3.5862 -3.3179 0.108 0.006 0.023
H 6.0961 -3.9894 7.9432 0.026 -0.062 0.094
H 4.6372 -1.1068 3.2380 0.092 0.098 0.001
H -5.5321 2.9613 -0.0259 -0.104 0.014 0.077
H -5.6424 3.9085 -1.5095 -0.079 0.108 -0.033
H 0.5759 -0.7945 2.1225 0.008 0.022 0.051
H -6.0411 2.1892 -1.5228 -0.120 -0.051 -0.028
H 5.0920 -4.6756 5.7693 -0.092 0.099 0.021
H 6.9512 -3.2309 6.5900 0.111 -0.011 -0.011
H -0.4712 1.0772 0.9319 -0.020 0.101 0.064
H -5.3312 1.5209 -3.5734 -0.107 -0.046 -0.026
H -1.6464 3.5129 -2.5839 -0.055 -0.166 -0.056
H -3.9860 1.5143 -4.7074 -0.025 -0.061 -0.132
H 5.8071 -2.2875 7.5455 0.002 0.080 0.081
H -1.3112 1.9528 -0.9630 -0.028 -0.056 -0.214
H 0.6217 -3.0655 -1.4881 0.037 -0.103 -0.062
H -3.6809 1.6227 -1.0124 0.086 0.005 0.052
H -3.2896 3.3495 -0.9018 0.104 -0.015 0.070
H 3.9333 -3.7210 6.7361 0.070 -0.035 -0.115
```
Positions in Å, forces in eV/Å.

As for the LUMO energy: 0.7194 eV. Its net charge is 0. As for the energy above the lowest of the compared OMol25 structures with the same formula, charge and spin: 34.4 kJ/mol. Its SMILES is CCOc1ccc(Oc2ccc(NC(=O)[C@@H](NC(N)=O)[C@@H](C)CC)cc2)cc1. Its highest occupied orbital energy is -7.9 eV.

C21H27N3O4 in the gas phase, computed with ωB97M-V/def2-TZVPD.

```
55
Properties=species:S:1:pos:R:3:forces:R:3
O 4.5515 -0.6442 3.1905 -0.017 0.012 -0.132
O -0.7084 -3.8089 0.3878 -0.057 -0.333 0.046
O -1.4381 2.4518 -1.0677 -0.445 -0.300 -0.156
O 4.3310 0.0837 1.0624 -0.359 -0.210 -0.061
N -3.2180 0.2365 -0.9749 0.153 -0.078 -0.018
N 2.1118 -1.9531 3.0200 0.104 -0.005 0.053
N -1.2910 -1.6627 0.0550 -0.159 -0.036 -0.130
C 0.1217 -3.3451 3.5709 -0.032 0.046 0.043
C -2.6015 0.3564 0.3303 0.096 -0.060 0.379
C -4.0825 3.5637 -3.3849 -0.047 -0.023 -0.018
C -1.1987 -0.2509 0.3624 0.018 0.555 0.116
C 0.9450 -2.5165 2.6553 -0.196 0.003 -0.200
C -4.9009 2.4510 -3.3748 -0.031 0.053 -0.140
C -0.4828 -2.6213 0.5613 0.125 0.111 0.086
C -2.5915 2.5030 -1.8117 0.048 -0.152 0.017
C 0.6888 -2.1479 1.3409 0.255 -0.197 0.318
C -0.5824 3.5662 -1.0630 0.166 0.207 -0.015
C 6.7354 -0.2423 0.8389 -0.402 0.106 0.078
C -4.5770 1.3774 -2.5676 0.148 0.142 0.017
C -2.4356 -2.0649 -0.7411 -0.124 -0.237 -0.278
C 3.9245 -0.5946 2.1507 0.161 0.046 0.233
C 2.6465 -1.2505 1.9680 -0.301 0.016 -0.429
C -2.8125 -0.9548 -1.7087 0.018 -0.174 -0.113
C -2.9375 3.5871 -2.6066 0.182 0.121 0.067
C 1.7716 -1.3601 0.8936 0.345 0.114 0.383
C 5.6011 0.7244 1.1502 0.568 0.162 0.194
C 1.9729 -0.8111 -0.4740 0.075 0.028 -0.031
C -3.4385 1.3763 -1.7675 -0.135 0.212 -0.003
H 6.5916 -0.6885 -0.1424 0.040 -0.028 -0.094
H -1.0832 4.4602 -0.6779 0.013 -0.031 -0.032
H -0.5248 -2.7192 4.1882 -0.029 -0.015 0.059
H 6.7623 -1.0322 1.5855 0.051 -0.049 0.040
H -3.6411 -1.2869 -2.3406 0.127 -0.057 -0.001
H -1.9524 -0.7441 -2.3655 -0.057 -0.042 0.006
H -0.5020 -4.0135 2.9832 -0.015 -0.063 0.024
H -0.5786 0.2698 -0.3748 -0.023 -0.004 0.124
H 2.9833 -1.0262 -0.8150 -0.012 0.021 -0.109
H -4.3229 4.4172 -4.0004 -0.021 0.075 -0.046
H 5.5622 1.5346 0.4185 -0.026 -0.083 0.116
H -3.2887 -2.3034 -0.0942 0.036 -0.049 -0.070
H -5.2205 0.5118 -2.5347 -0.073 -0.103 0.074
H -0.7479 -0.1201 1.3486 -0.048 0.027 -0.085
H 2.5755 -2.0308 3.9120 -0.048 -0.007 -0.050
H 7.6827 0.2890 0.8536 0.129 0.040 -0.012
H -0.1832 3.7739 -2.0612 -0.029 0.004 0.043
H -2.5613 1.4034 0.6241 -0.009 -0.122 0.025
H -2.3018 4.4577 -2.6443 0.077 0.056 0.032
H 0.2379 3.3010 -0.3967 -0.023 0.068 -0.056
H 1.8549 0.2724 -0.4757 -0.018 0.062 -0.101
H 1.2607 -1.2519 -1.1668 -0.059 0.024 -0.100
H 5.7237 1.1361 2.1578 -0.042 0.016 -0.218
H 0.7570 -3.9340 4.2293 -0.015 -0.090 0.062
H -5.7924 2.4219 -3.9822 -0.085 -0.003 -0.050
H -2.1615 -2.9749 -1.2806 -0.126 0.132 0.057
H -3.2346 -0.1719 1.0564 0.132 0.091 0.054
```
Positions in Å, forces in eV/Å.

As for the LUMO energy: 0.5481 eV. Its net charge is 0. As for the energy above the lowest of the compared OMol25 structures with the same formula, charge and spin: 122.4 kJ/mol. Its SMILES is CCOC(=O)c1[nH]c(C)c(C(=O)N2CCN(c3ccccc3OC)CC2)c1C. Its highest occupied orbital energy is -8.0 eV.

C21H27N3O8S in the gas phase at a distorted geometry, computed with ωB97M-V/def2-TZVPD.

```
60
Properties=species:S:1:pos:R:3:forces:R:3
S -0.1263 -0.4631 2.8266 0.043 0.044 -0.326
O -3.8965 -0.2390 -1.7153 0.330 0.170 0.171
O 2.5689 1.1597 -1.9130 0.021 0.093 0.029
O 3.2272 0.1823 3.4467 -0.033 0.105 0.200
O -1.8502 -2.2554 -1.6596 -0.135 0.384 -0.010
O -0.5028 0.5347 3.7885 -0.102 0.170 -0.200
O 0.0327 -1.8141 3.2740 0.113 -0.202 -0.180
O 1.7589 -2.0262 -0.7297 -0.003 -0.071 0.084
O -0.6636 1.5094 -1.6172 0.298 -0.352 -0.004
N 3.2016 -0.4789 0.1163 0.182 0.391 -0.159
N 1.3040 -0.0285 2.0320 -0.821 -0.429 0.465
N 1.2260 -0.4578 -2.8154 -0.141 -0.447 0.074
C -1.1804 1.5206 -2.8656 -0.582 0.318 -0.802
C -4.2482 -1.3294 -2.5418 -0.202 -0.252 -0.329
C 2.5186 -0.6180 2.5367 0.209 -0.935 0.028
C -1.0778 -3.4230 -1.4378 0.150 -0.219 0.007
C -1.2717 -0.4093 1.4606 0.272 0.127 0.465
C -2.9956 -0.3868 -0.7091 -0.031 0.046 0.209
C -1.9766 -1.3624 -0.6323 0.008 -0.001 0.162
C 2.3115 -0.9374 -0.7665 0.195 -0.072 0.084
C 0.6805 0.2357 -3.9511 -0.089 0.193 -0.252
C -0.8390 0.4177 -3.8087 0.326 0.096 0.377
C 3.4073 1.5233 3.0332 -0.120 0.292 0.103
C -1.1304 -1.3594 0.4695 -0.077 -0.190 -0.259
C -1.8850 3.3563 -1.8280 0.311 -0.137 0.500
C 3.4382 -1.1233 1.3761 -0.235 -0.012 0.335
C -1.9403 2.6375 -3.0467 0.325 -0.571 -0.016
C -3.1093 0.5565 0.3108 0.022 -0.272 -0.148
C 2.0569 2.1898 2.7910 0.116 -0.370 -0.065
C -2.2554 0.5550 1.3965 0.003 0.016 0.125
C 1.3265 1.3891 1.7151 -0.017 0.626 -0.062
C -1.0932 2.6247 -1.0022 -0.398 0.831 -0.001
C 2.0501 0.0565 -1.9019 -0.014 0.073 -0.188
H -0.3349 -2.0773 0.5714 0.094 -0.177 -0.156
H -1.2745 0.6540 -4.7793 -0.037 0.004 0.036
H -3.8943 1.2899 0.2196 -0.089 0.075 -0.011
H 1.4710 2.1547 3.7108 0.051 0.095 0.012
H -1.4436 -3.9726 -0.5669 -0.025 0.004 0.004
H -1.2670 -0.5246 -3.4557 -0.060 -0.059 -0.096
H -0.7684 2.7870 0.0050 0.089 -0.067 0.136
H -0.0195 -3.1937 -1.2992 -0.089 -0.011 -0.009
H 3.2417 -2.1858 1.2208 0.070 0.082 0.094
H 1.1816 1.2044 -4.0132 -0.036 -0.104 -0.088
H -4.4946 -2.2151 -1.9518 0.021 0.026 -0.022
H 4.0220 1.5671 2.1206 0.057 0.027 0.037
H 1.7878 1.5423 0.7343 -0.102 0.005 0.047
H 2.2061 -1.4909 3.1207 0.237 0.135 -0.179
H 2.1865 3.2248 2.4765 0.009 0.045 -0.010
H 0.8579 -1.3760 -2.5943 0.130 0.107 0.067
H -1.2115 -4.0283 -2.3336 0.022 -0.015 0.082
H -2.3639 4.2874 -1.6054 -0.068 0.203 0.131
H 3.5407 0.4607 -0.0564 -0.076 -0.171 -0.101
H -2.3515 1.2725 2.1950 -0.050 0.132 0.075
H -3.4587 -1.5784 -3.2529 -0.100 0.020 0.074
H -2.4731 2.9132 -3.9334 -0.087 -0.015 -0.241
H 0.2822 1.6969 1.6539 0.117 0.217 -0.180
H 4.4770 -0.9841 1.6819 -0.076 -0.074 -0.045
H 0.8973 -0.3405 -4.8569 0.023 0.112 0.067
H 3.9515 2.0024 3.8493 0.018 0.015 -0.177
H -5.1333 -0.9983 -3.0842 0.031 -0.054 0.038
```
Positions in Å, forces in eV/Å.

As for the LUMO energy: 0.6021 eV. Its net charge is 0. As for the energy above the lowest of the compared OMol25 structures with the same formula, charge and spin: 29.6 kJ/mol. Its SMILES is COc1ccc(S(=O)(=O)N2CCCO[C@@H]2CNC(=O)C(=O)NCCc2ccco2)cc1OC. Its highest occupied orbital energy is -8.5 eV.